Model 1:
Here is an isolated ion of composition C3H10N3O and charge +1 from the Open Molecules 2025 dataset. Energies are from ωB97M-V with the def2-TZVPD basis set.

For the orbital gap, the calculation gives 0.405 hartree. The net charge is +1. For the HOMO energy, the calculation gives -14.3 eV. Its LUMO energy is -3.301 eV.

Positions of all 17 atoms, in Å:
C1 -0.77378 -1.35997 -0.00456
H1 2.65054 0.88573 -0.77594
C2 1.57053 1.15165 -0.55026
H2 1.18059 -1.44572 -0.72191
H3 -2.80583 0.37656 0.71245
H4 -0.94323 -1.81543 -0.98804
O1 -0.31821 0.75449 0.88905
H5 1.08571 -1.74065 0.80174
H6 1.61450 0.41013 1.42449
H7 0.90902 0.90747 -1.27008
C3 0.91576 0.36429 0.57687
H8 1.60756 2.17371 -0.26815
H9 -2.59914 1.40122 -0.44345
H10 -1.17277 -1.53692 1.00121
N1 -2.45891 0.43283 -0.20452
N2 -1.14582 0.23257 -0.32081
N3 0.68348 -1.19196 0.14191


Model 2:
Here is a 2-piece molecular cluster, C3H10N3O overall from the Open Molecules 2025 dataset. Energies are from ωB97M-V with the def2-TZVPD basis set.

For the orbital gap, the calculation gives 0.429 hartree. The net charge is +1. For the HOMO energy, the calculation gives -14.6 eV. Its LUMO energy is -2.919 eV.

Positions of all 17 atoms, in Å:
H1 -1.18424 0.63865 0.29748
H2 -0.67364 0.65390 -2.62578
H3 -1.96330 -0.48391 -0.61686
C1 1.24128 -1.23687 0.90413
N1 1.48195 -2.27659 1.73276
N2 1.28307 0.02238 1.47136
H4 -1.66349 2.87930 -2.54921
O1 0.91773 -1.39996 -0.27960
H5 -0.26206 -0.48004 -0.58321
H6 1.54431 0.74624 0.81300
H7 1.96451 -2.06307 2.59083
C2 -1.70320 2.25275 -1.67082
C3 -1.15195 1.05339 -1.74398
H8 1.61997 -3.17385 1.30195
N3 -1.15710 0.14603 -0.59189
H9 1.85485 0.12717 2.29544
H10 -2.14871 2.59447 -0.74559


Stability order, top to bottom: model 2, model 1


Model 1:
Here is a 2-piece molecular cluster, C6H16 overall from the Open Molecules 2025 dataset. Energies are from ωB97M-V with the def2-TZVPD basis set.

For the orbital gap (spin up / spin down), the calculation gives 0.439 / 0.175 hartree. The net charge is +1. For the HOMO energy (spin up / spin down), the calculation gives -15.1 / -15.0 eV. Its LUMO energy (spin up / spin down) is -3.098 / -10.272 eV. Its expectation value of S² is 0.753. The spin multiplicity is 2.

Positions of all 22 atoms, in Å:
H1 -1.21027 -2.89208 0.64115
C1 -0.44320 -2.23284 1.02466
C2 1.03200 2.81766 -0.89574
H2 0.27266 -2.84135 1.67630
C3 -0.99787 -1.14196 1.86829
H3 1.09870 -2.79344 -0.47530
H4 -1.00747 -0.02726 -1.19991
H5 1.72634 3.01277 -1.70438
C4 0.59086 -1.90898 -0.07691
C5 -0.80902 1.08082 -1.15986
H6 -1.71029 -0.52667 1.29324
H7 -1.59735 -1.63506 2.65223
H8 0.79675 0.99871 0.23388
H9 1.29662 0.75734 -1.43914
H10 0.14859 3.42910 -1.05270
H11 -1.54568 1.41359 -0.43308
H12 -0.17056 -1.48509 -0.77718
H13 1.43468 -1.29649 0.19663
H14 -0.25439 -0.46888 2.30015
H15 1.48259 3.17156 0.03210
H16 -1.09533 1.45800 -2.13481
C6 0.62797 1.32544 -0.80001


Model 2:
Here is a 2-piece molecular cluster, C6H16 overall from the Open Molecules 2025 dataset. Energies are from ωB97M-V with the def2-TZVPD basis set.

For the orbital gap (spin up / spin down), the calculation gives 0.441 / 0.162 hartree. The net charge is +1. For the HOMO energy (spin up / spin down), the calculation gives -15.1 / -15.0 eV. Its LUMO energy (spin up / spin down) is -3.068 / -10.607 eV. Its expectation value of S² is 0.753. The spin multiplicity is 2.

Positions of all 22 atoms, in Å:
H1 1.61665 -2.61344 0.81147
H2 2.30197 -0.49683 2.07951
H3 -0.41885 2.39743 0.35870
H4 1.80533 -2.10734 -1.78719
H5 -2.58156 1.71406 1.30038
H6 -3.11749 1.94335 -0.35932
C1 1.70687 -0.48134 1.16940
H7 -0.98968 2.39276 -1.30528
H8 -0.98904 -0.03829 0.55889
H9 0.50152 1.51111 -0.90621
H10 -1.70000 0.16495 -1.15059
H11 -3.52538 0.47920 0.52023
C2 -1.46376 0.61144 -0.18650
H12 0.12536 -1.94195 -0.97557
C3 -0.49532 1.78546 -0.54328
C4 1.79152 -1.63604 0.29902
C5 1.18650 -1.57333 -1.05781
H13 0.64834 -0.19832 1.36294
C6 -2.74986 1.21681 0.34784
H14 2.92550 -1.81954 0.12835
H15 2.03916 0.40355 0.59622
H16 0.96054 -0.54462 -1.36399


Stability order, top to bottom: model 1, model 2


Model 1:
Here is a 2-piece molecular cluster, C3H8NSe overall from the Open Molecules 2025 dataset. Energies are from ωB97M-V with the def2-TZVPD basis set.

For the orbital gap (spin up / spin down), the calculation gives 0.232 / 0.228 hartree. The net charge is +1. For the HOMO energy (spin up / spin down), the calculation gives -11.4 / -11.3 eV. Its LUMO energy (spin up / spin down) is -5.119 / -5.118 eV.

Positions of all 13 atoms, in Å:
H1 2.38156 0.77937 -1.17576
N1 2.30740 0.05850 -0.46504
H2 1.57037 -1.77556 0.10763
C1 -2.31706 1.50371 -0.13624
H3 -3.02275 2.01291 -0.76585
C2 1.58487 -1.00553 -0.64605
H4 1.05513 -1.14952 -1.57350
C3 -0.95673 -0.70897 0.97085
H5 -0.88635 -1.74564 1.24360
H6 -1.72235 2.07872 0.55315
H7 2.83501 0.19343 0.38905
Se1 -2.28808 -0.26093 -0.14465
H8 -0.54100 0.01951 1.64282


Model 2:
Here is a 2-piece molecular cluster, C3H8NSe overall from the Open Molecules 2025 dataset. Energies are from ωB97M-V with the def2-TZVPD basis set.

For the orbital gap (spin up / spin down), the calculation gives 0.234 / 0.239 hartree. The net charge is +1. For the HOMO energy (spin up / spin down), the calculation gives -11.6 / -11.7 eV. Its LUMO energy (spin up / spin down) is -5.291 / -5.151 eV.

Positions of all 13 atoms, in Å:
Se1 -1.91287 -0.58160 0.41278
C1 1.81349 -0.31059 0.26294
H1 -1.57824 1.49921 -0.81889
H2 1.16950 -0.50883 -1.63390
H3 -0.79215 0.08676 2.55741
C2 -0.81008 0.45663 1.45352
C3 -2.04035 0.52181 -0.91297
H4 1.60851 0.68100 0.12593
H5 2.06832 -0.72961 1.24145
N1 1.65400 -0.93040 -0.85545
H6 1.71626 -1.90006 -1.09051
H7 -2.38889 0.28361 -1.90753
H8 -0.50750 1.43208 1.16522


Stability order, top to bottom: model 1, model 2


Model 1:
Here is one molecule with the formula C2H3N3S from the Open Molecules 2025 dataset. Energies are from ωB97M-V with the def2-TZVPD basis set.

For the orbital gap, the calculation gives 0.363 hartree. The net charge is 0. For the HOMO energy, the calculation gives -9.0 eV. Its LUMO energy is 0.918 eV.

Positions of all 9 atoms, in Å:
N1 -0.09618 -1.11253 -0.03777
N2 -1.48836 0.69263 -0.02047
H1 2.41805 -1.20614 0.32883
H2 0.00386 2.15410 0.00380
C1 -0.23906 1.12918 -0.00634
S1 2.32059 0.08255 -0.05605
C2 0.59125 -0.00584 -0.03569
H3 -2.16026 -1.12343 -0.14749
N3 -1.34989 -0.61052 -0.02883


Model 2:
Here is one molecule with the formula C2H3N3S from the Open Molecules 2025 dataset. Energies are from ωB97M-V with the def2-TZVPD basis set.

For the orbital gap, the calculation gives 0.303 hartree. The net charge is 0. For the HOMO energy, the calculation gives -8.1 eV. Its LUMO energy is 0.202 eV.

Positions of all 9 atoms, in Å:
H1 0.92557 -1.87223 -0.08355
S1 3.26617 0.09050 -0.00982
C1 1.66070 0.02480 -0.03717
N1 -0.69662 1.10821 -0.17966
N2 0.69282 -0.82042 -0.17460
H2 0.59466 2.59327 0.36305
N3 0.42630 1.64977 0.02092
H3 -1.64488 -0.66356 -0.21260
C2 -0.67525 -0.20173 -0.19407


Stability order, top to bottom: model 1, model 2